*1*
A 2-piece molecular cluster, C2H8S3 overall, computed with ωB97M-V with the def2-TZVPD basis set.

Properties
molecular weight	128.287	g/mol
LUMO level	0.33	eV
HOMO	-0.3056	hartree
frontier orbital gap	8.647	eV
SMILES	CSC.SS

Each line ends with the Löwdin charge.
CARTESIAN COORDINATES (ANGSTROEM)
S: -0.87 2.15 -2.20  0.249
S: -0.25 2.97 -0.43  0.279
H: -1.76 1.36 -1.54  -0.188
H: 0.91 3.03 -0.90  -0.263
C: 1.17 -0.41 -0.14  -0.441
S: -0.05 -1.70 -0.48  0.665
C: -0.68 -1.70 1.25  -0.457
H: 2.07 -0.67 -0.71  0.040
H: 1.32 -0.35 0.99  0.059
H: 0.61 0.43 -0.41  -0.103
H: -1.06 -0.63 1.64  0.084
H: -1.65 -2.37 1.19  0.055
H: 0.24 -2.11 1.74  0.020

***

*2*
A 2-piece molecular cluster, C2H8S3 overall, computed with ωB97M-V with the def2-TZVPD basis set.

Properties
molecular weight	128.287	g/mol
LUMO level	0.40	eV
HOMO	-0.3054	hartree
frontier orbital gap	8.712	eV
SMILES	CSS.CS

Each line ends with the Löwdin charge.
CARTESIAN COORDINATES (ANGSTROEM)
C: -1.49 1.06 0.70  -0.492
S: -3.18 0.62 0.11  0.626
H: -1.20 0.14 1.20  -0.004
H: -0.87 1.31 -0.13  -0.027
H: -1.60 1.81 1.48  0.032
H: -2.72 -0.27 -0.76  -0.187
C: 0.65 -1.14 -0.42  -0.493
S: 1.56 0.39 -0.22  0.372
S: 3.52 -0.35 -0.42  0.309
H: 1.33 -1.93 -0.65  0.006
H: -0.07 -1.07 -1.24  0.030
H: 0.04 -1.41 0.44  0.026
H: 4.03 0.85 -0.09  -0.198

***

*3*
A 2-piece molecular cluster, C2H8S3 overall, computed with ωB97M-V with the def2-TZVPD basis set.

Properties
molecular weight	128.287	g/mol
LUMO level	0.41	eV
HOMO	-0.3090	hartree
frontier orbital gap	8.817	eV
SMILES	CCS.SS

Each line ends with the Löwdin charge.
CARTESIAN COORDINATES (ANGSTROEM)
S: 1.42 -2.34 -0.09  0.219
S: 0.85 -2.18 1.87  0.207
H: 2.14 -1.25 -0.24  -0.255
H: -0.34 -2.84 1.77  -0.185
C: -1.31 0.32 -0.59  -0.198
C: -0.39 1.44 -0.12  -0.558
S: 1.21 1.26 -1.07  0.662
H: -1.18 -0.52 0.10  0.034
H: -2.36 0.61 -0.47  0.073
H: -1.07 -0.03 -1.59  0.053
H: -0.27 1.40 0.96  0.068
H: -0.72 2.43 -0.40  0.047
H: 2.01 1.69 -0.11  -0.168

***

Which is the most stable structure? *3* is the most stable.

***

*1*
A 3-piece molecular cluster, C3H10O3S overall, computed with ωB97M-V with the def2-TZVPD basis set.

Properties
molecular weight	126.177	g/mol
LUMO level	0.55	eV
HOMO	-0.3355	hartree
frontier orbital gap	9.680	eV
SMILES	O=CCCS.O.O

Each line ends with the Löwdin charge.
CARTESIAN COORDINATES (ANGSTROEM)
O: -2.04 1.76 0.65  0.039
C: -2.05 0.62 1.04  -0.241
C: -0.83 -0.27 1.00  -0.237
C: -0.13 -0.16 -0.36  -0.587
S: 1.35 -1.20 -0.47  0.713
H: -2.97 0.19 1.45  0.125
H: -0.15 0.08 1.78  0.118
H: -1.10 -1.27 1.32  0.106
H: 0.10 0.90 -0.51  0.075
H: -0.82 -0.40 -1.15  0.077
H: 1.78 -0.85 0.74  -0.140
H: -2.33 2.51 -1.28  -0.006
H: -3.17 3.74 -1.44  0.038
O: -2.94 2.93 -1.91  -0.076
H: 4.92 -2.89 1.48  0.034
H: 4.48 -2.94 0.03  0.037
O: 4.38 -2.42 0.84  -0.076

***

*2*
A 3-piece molecular cluster, C3H10O3S overall, computed with ωB97M-V with the def2-TZVPD basis set.

Properties
molecular weight	126.177	g/mol
LUMO level	0.25	eV
HOMO	-0.3465	hartree
frontier orbital gap	9.683	eV
SMILES	O=CCCS.O.O

Each line ends with the Löwdin charge.
CARTESIAN COORDINATES (ANGSTROEM)
O: 1.90 0.68 2.01  -0.006
C: 1.00 1.37 1.47  -0.269
C: -0.36 0.87 1.13  -0.244
C: -0.38 0.92 -0.39  -0.540
S: 0.84 -0.25 -1.12  0.738
H: 1.25 2.41 1.75  0.135
H: -1.06 1.58 1.63  0.132
H: -0.63 -0.08 1.56  0.116
H: -1.32 0.62 -0.87  0.057
H: -0.20 2.01 -0.76  0.117
H: 1.12 0.49 -2.12  -0.188
H: 2.92 -2.22 0.98  0.025
H: 3.38 -1.06 2.08  0.013
O: 3.63 -1.73 1.43  -0.087
H: -4.44 -1.77 -2.26  0.034
H: -3.42 -2.22 -3.35  0.067
O: -4.22 -1.62 -3.20  -0.101

***

Which is the most stable structure? *1* is the most stable.

***

*1*
An isolated ion of composition C4H9O2S and charge -1, computed with ωB97M-V with the def2-TZVPD basis set.

Properties
total charge	-1
molecular weight	121.181	g/mol
LUMO level	4.03	eV
HOMO	-0.1065	hartree
frontier orbital gap	6.927	eV
SMILES	CCC=[S@](C)(=O)[O-]

Each line ends with the Löwdin charge.
CARTESIAN COORDINATES (ANGSTROEM)
C: -0.04 -0.05 1.06  -0.280
C: -2.10 0.94 0.04  -0.171
C: 2.26 -1.23 -0.23  -0.200
C: -1.17 -0.33 0.12  -0.447
O: 2.50 1.17 0.88  -0.479
O: 1.61 1.04 -1.37  -0.437
S: 1.55 0.48 -0.04  0.561
H: -0.52 0.92 1.55  0.034
H: -2.81 0.99 0.88  0.050
H: -1.33 1.71 0.05  0.044
H: -2.77 0.90 -0.91  0.072
H: 2.80 -1.48 0.72  0.056
H: 1.56 -2.01 -0.39  0.015
H: 2.93 -1.24 -1.08  0.031
H: -1.82 -1.08 0.58  0.063
H: -0.91 -0.55 -0.94  0.088

***

*2*
A 2-piece molecular cluster, C4H9O2S overall, computed with ωB97M-V with the def2-TZVPD basis set.

Properties
total charge	-1
molecular weight	121.181	g/mol
LUMO level	3.91	eV
HOMO	-0.1208	hartree
frontier orbital gap	7.194	eV

Each line ends with the Löwdin charge.
CARTESIAN COORDINATES (ANGSTROEM)
C: 3.64 0.68 0.35  -0.270
C: -2.14 -1.15 -0.72  -0.127
C: -2.68 0.93 0.30  -0.060
C: -1.71 0.21 -0.19  -0.216
O: 1.01 0.43 0.58  -0.627
O: 2.16 -1.68 -0.10  -0.621
S: 2.15 -0.55 0.89  0.607
H: 3.28 1.59 0.74  -0.045
H: 4.72 0.56 0.82  0.046
H: -2.58 -0.98 -1.73  0.063
H: -1.38 -1.98 -0.76  0.086
H: -3.07 -1.52 -0.28  0.049
H: -3.67 0.68 0.17  0.009
H: 3.48 0.58 -0.75  0.019
H: -2.55 1.87 0.92  0.065
H: -0.66 0.32 -0.24  0.021

***

Which is the most stable structure? *2* is the most stable.

***

*1*
An isolated ion of composition C2H2NO2 and charge -1, computed with ωB97M-V with the def2-TZVPD basis set.

Properties
total charge	-1
molecular weight	72.043	g/mol
LUMO level	4.47	eV
HOMO	-0.1431	hartree
frontier orbital gap	8.368	eV
SMILES	C=NC(=O)[O-]

Each line ends with the Löwdin charge.
CARTESIAN COORDINATES (ANGSTROEM)
C: 0.08 -0.28 -1.12  -0.133
C: -0.01 0.38 1.09  -0.943
N: 0.61 0.50 -0.27  0.042
O: -1.10 0.90 1.19  -0.049
O: 0.60 -0.19 1.93  -0.028
H: 0.36 -0.21 -2.15  0.024
H: -0.54 -1.12 -0.68  0.086

***

*2*
An isolated ion of composition C2H2NO2 and charge -1, computed with ωB97M-V with the def2-TZVPD basis set.

Properties
total charge	-1
molecular weight	72.043	g/mol
LUMO level	4.51	eV
HOMO	-0.1427	hartree
frontier orbital gap	8.388	eV
SMILES	C=NC(=O)[O-]

Each line ends with the Löwdin charge.
CARTESIAN COORDINATES (ANGSTROEM)
C: -1.06 0.51 0.18  -0.170
C: 1.17 -0.61 -0.24  -0.815
N: -0.35 -0.27 -0.54  0.027
O: 1.25 -1.41 0.68  -0.063
O: 1.93 0.00 -0.97  -0.058
H: -2.12 0.66 -0.17  0.032
H: -0.80 1.13 1.06  0.048

***

Which is the most stable structure? *2* is the most stable.

***

*1*
One molecule with the formula C5H13N2O, computed with ωB97M-V with the def2-TZVPD basis set.

Properties
multiplicity	2
molecular weight	117.172	g/mol
LUMO level (spin up / spin down)	1.00 / -1.45	eV
HOMO (spin up / spin down)	-0.3300 / -0.3312	hartree
frontier orbital gap (spin up / spin down)	9.982 / 7.557	eV

Each line ends with the Löwdin charge.
CARTESIAN COORDINATES (ANGSTROEM)
C: 2.44 1.06 -0.93  -0.099
N: 1.13 0.42 -1.34  -0.083
C: 0.22 0.08 -0.17  -0.363
C: -1.10 0.88 -0.24  -0.130
C: -1.51 1.25 1.21  -0.323
O: -2.36 0.29 1.62  0.015
C: -0.15 -1.40 -0.19  -0.291
N: 0.86 -2.39 0.04  -0.022
H: 2.38 1.05 0.14  0.049
H: 3.28 0.41 -1.23  0.081
H: 2.53 2.05 -1.37  0.062
H: 1.48 -0.42 -1.81  0.086
H: 0.83 0.18 0.75  0.128
H: -0.81 1.58 -1.07  0.128
H: -1.91 0.31 -0.67  0.105
H: -2.02 2.20 1.03  0.135
H: -0.67 1.48 1.92  0.123
H: -0.69 -1.60 -1.18  0.136
H: -0.96 -1.51 0.52  0.097
H: 0.52 -3.10 0.70  0.066
H: 1.82 -2.21 0.46  0.099

***

*2*
One molecule with the formula C5H13N2O, computed with ωB97M-V with the def2-TZVPD basis set.

Properties
multiplicity	2
molecular weight	117.172	g/mol
LUMO level (spin up / spin down)	0.99 / -1.75	eV
HOMO (spin up / spin down)	-0.3350 / -0.3342	hartree
frontier orbital gap (spin up / spin down)	10.106 / 7.344	eV

Each line ends with the Löwdin charge.
CARTESIAN COORDINATES (ANGSTROEM)
C: 0.38 -0.01 -0.70  -0.214
N: 0.78 -1.44 -0.56  -0.038
C: 0.14 -2.40 -1.57  -0.334
O: -0.71 -1.79 -2.37  0.024
C: 0.40 0.77 0.62  -0.391
C: -0.98 0.87 1.23  -0.229
C: -1.05 1.52 2.63  -0.103
N: 1.08 2.10 0.38  0.030
H: 0.83 0.45 -1.59  0.121
H: -0.65 -0.01 -1.08  0.100
H: 1.79 -1.39 -0.63  0.097
H: 0.93 -2.88 -2.16  0.143
H: -0.44 -3.05 -0.87  0.143
H: 1.14 0.34 1.28  0.126
H: -1.53 -0.07 1.17  0.107
H: -1.64 1.48 0.60  0.111
H: -1.51 0.87 3.35  0.061
H: -1.37 2.55 2.59  0.060
H: -0.04 1.61 3.10  0.079
H: 0.75 2.74 1.10  0.049
H: 0.72 2.50 -0.48  0.057

***

*3*
A 2-piece molecular cluster, C5H13N2O overall, computed with ωB97M-V with the def2-TZVPD basis set.

Properties
multiplicity	2
molecular weight	117.172	g/mol
LUMO level (spin up / spin down)	0.91 / -1.90	eV
HOMO (spin up / spin down)	-0.3130 / -0.3128	hartree
frontier orbital gap (spin up / spin down)	9.431 / 6.611	eV

Each line ends with the Löwdin charge.
CARTESIAN COORDINATES (ANGSTROEM)
C: 1.42 1.86 -1.46  -0.102
N: 0.38 1.01 -2.03  -0.064
C: 0.42 -0.36 -1.96  -0.359
N: -0.16 -1.05 -2.86  0.054
H: 1.06 2.88 -1.40  0.076
H: 1.63 1.51 -0.46  0.049
H: 2.34 1.85 -2.05  0.079
H: -0.05 1.32 -2.89  0.117
H: 0.98 -0.79 -1.12  0.095
H: -0.05 -2.04 -2.68  0.022
C: 0.47 -0.23 2.01  -0.314
O: 1.11 -0.32 0.81  -0.005
C: -0.80 -1.07 2.07  -0.243
C: -1.92 -0.51 1.19  -0.093
H: 0.22 0.81 2.27  0.127
H: 1.17 -0.56 2.79  0.146
H: -1.13 -1.18 3.11  0.105
H: -0.55 -2.07 1.72  0.106
H: -2.76 -1.19 1.14  0.070
H: -1.53 -0.32 0.19  0.060
H: -2.24 0.45 1.60  0.074

***

Which is the most stable structure? *3* is the most stable.

***

*1*
An isolated ion of composition C4H11N2O and charge +2, computed with ωB97M-V with the def2-TZVPD basis set.

Properties
multiplicity	2
total charge	+2
molecular weight	103.145	g/mol
LUMO level (spin up / spin down)	-8.49 / -13.16	eV
HOMO (spin up / spin down)	-0.7894 / -0.7818	hartree
frontier orbital gap (spin up / spin down)	12.988 / 8.116	eV

Each line ends with the Löwdin charge.
CARTESIAN COORDINATES (ANGSTROEM)
O: -2.12 -0.07 0.26  0.267
C: -1.11 -0.51 -0.17  -0.338
N: -1.11 -1.79 -0.79  0.235
C: -0.02 -2.70 -0.89  0.055
C: 0.23 0.16 0.07  -0.001
N: -0.01 1.47 0.80  0.020
C: 1.00 2.57 0.57  0.048
H: -2.07 -2.07 -1.06  0.216
H: 0.79 -2.18 -1.41  0.146
H: 0.32 -2.95 0.14  0.164
H: -0.34 -3.62 -1.37  0.138
H: 1.00 -0.37 0.63  0.158
H: 0.78 0.49 -0.83  0.161
H: -0.06 1.35 1.82  0.194
H: -0.97 1.76 0.58  0.177
H: 0.73 3.40 1.23  0.124
H: 0.99 2.90 -0.46  0.118
H: 1.97 2.19 0.88  0.118

***

*2*
An isolated ion of composition C4H11N2O and charge +2, computed with ωB97M-V with the def2-TZVPD basis set.

Properties
multiplicity	2
total charge	+2
molecular weight	103.145	g/mol
LUMO level (spin up / spin down)	-10.39 / -14.41	eV
HOMO (spin up / spin down)	-0.7103 / -0.7033	hartree
frontier orbital gap (spin up / spin down)	8.936 / 4.729	eV

Each line ends with the Löwdin charge.
CARTESIAN COORDINATES (ANGSTROEM)
O: 1.68 0.00 2.78  0.406
C: 0.92 -0.68 2.18  0.036
C: 0.59 -0.48 0.68  -0.176
C: -0.91 -0.52 0.27  -0.087
C: -0.98 -0.38 -1.25  -0.193
N: -0.77 1.02 -1.64  0.025
N: 1.27 0.76 0.14  0.226
H: 0.26 -1.33 2.81  0.240
H: 1.09 -1.31 0.19  0.185
H: -1.41 0.27 0.83  0.146
H: -1.32 -1.43 0.66  0.139
H: -1.90 -0.82 -1.61  0.143
H: -0.20 -0.96 -1.73  0.136
H: -1.64 1.55 -1.49  0.134
H: -0.76 1.10 -2.66  0.126
H: 0.57 1.15 -0.64  0.141
H: 1.36 1.50 0.84  0.177
H: 2.15 0.56 -0.37  0.196

***

Which is the most stable structure? *1* is the most stable.

***

*1*
One molecule with the formula BrClHOP, computed with ωB97M-V with the def2-TZVPD basis set.

Properties
molecular weight	163.338	g/mol
LUMO level	-0.19	eV
HOMO	-0.3502	hartree
frontier orbital gap	9.342	eV
SMILES	OP(Cl)Br

Each line ends with the Löwdin charge.
CARTESIAN COORDINATES (ANGSTROEM)
O: 0.45 -0.31 -0.97  -0.587
P: 0.06 -0.50 0.62  0.022
Cl: 0.22 1.40 1.26  0.140
Br: -2.16 -0.77 0.54  0.186
H: 1.43 0.19 -1.44  0.239

***

*2*
BrClHOP as an isolated structure, computed with ωB97M-V with the def2-TZVPD basis set.

Properties
molecular weight	163.338	g/mol
LUMO level	-0.87	eV
HOMO	-0.3755	hartree
frontier orbital gap	9.349	eV

Each line ends with the Löwdin charge.
CARTESIAN COORDINATES (ANGSTROEM)
O: 1.48 1.70 0.21  -0.631
P: 2.13 1.02 -0.92  0.409
Cl: 0.19 -0.87 -0.89  0.289
Br: 3.66 -0.33 0.24  0.050
H: -0.45 -0.01 -0.09  -0.117

***

Which is the most stable structure? *1* is the most stable.

***

*1*
A 2-piece molecular cluster, C4H4ClF overall, computed with ωB97M-V with the def2-TZVPD basis set.

Properties
molecular weight	106.527	g/mol
LUMO level	1.05	eV
HOMO	-0.3300	hartree
frontier orbital gap	10.032	eV
SMILES	F/C=C/Cl.C#C

Each line ends with the Löwdin charge.
CARTESIAN COORDINATES (ANGSTROEM)
C: -1.55 -1.02 -0.47  -0.003
C: -1.66 -0.04 0.28  0.007
C: 0.88 0.85 -0.45  -0.300
C: 1.33 0.04 0.56  -0.572
F: 0.75 2.13 -0.27  0.063
Cl: 1.68 -1.64 0.33  0.604
H: -1.64 -1.93 -1.02  0.027
H: -1.92 0.77 0.87  0.022
H: 0.60 0.38 -1.35  0.089
H: 1.52 0.46 1.52  0.063

***

*2*
One molecule with the formula C4H4ClF, computed with ωB97M-V with the def2-TZVPD basis set.

Properties
molecular weight	106.527	g/mol
LUMO level	0.45	eV
HOMO	-0.3458	hartree
frontier orbital gap	9.861	eV
SMILES	C=C(F)C(=C)Cl

Each line ends with the Löwdin charge.
CARTESIAN COORDINATES (ANGSTROEM)
C: 0.65 0.38 0.01  -0.682
C: 0.68 1.74 -0.01  0.024
C: -0.62 -0.37 -0.01  -0.430
C: -0.80 -1.66 0.02  0.065
H: 1.72 2.24 0.04  0.100
H: -0.21 2.27 0.00  0.042
H: -1.84 -2.11 -0.01  0.100
H: 0.02 -2.38 -0.04  0.053
F: -1.69 0.45 0.00  0.049
Cl: 2.10 -0.56 0.00  0.679

***

*3*
C4H4ClF as an isolated structure, computed with ωB97M-V with the def2-TZVPD basis set.

Properties
molecular weight	106.527	g/mol
LUMO level (spin up / spin down)	-2.64 / -2.64	eV
HOMO (spin up / spin down)	-0.3270 / -0.3270	hartree
frontier orbital gap (spin up / spin down)	6.259 / 6.260	eV

Each line ends with the Löwdin charge.
CARTESIAN COORDINATES (ANGSTROEM)
C: 0.43 0.61 0.70  0.133
C: 0.45 0.48 -0.68  -0.038
C: -0.63 -0.51 0.83  -0.270
C: -0.62 -0.41 -0.69  0.009
F: -1.67 -0.21 1.65  0.047
Cl: -3.01 1.08 -1.50  -0.313
H: 1.11 1.13 1.29  0.109
H: 1.05 0.96 -1.44  0.126
H: -0.05 -1.24 1.19  0.105
H: -1.05 -0.88 -1.60  0.091

***

Which is the most stable structure? *2* is the most stable.

***

*1*
A 2-piece molecular cluster, C2H6OS2 overall, computed with ωB97M-V with the def2-TZVPD basis set.

Properties
molecular weight	110.203	g/mol
LUMO level	0.32	eV
HOMO	-0.3350	hartree
frontier orbital gap	9.438	eV
SMILES	C=CO.SS

Each line ends with the Löwdin charge.
CARTESIAN COORDINATES (ANGSTROEM)
S: -2.40 1.06 -0.61  0.223
S: -2.41 -0.83 0.31  0.211
H: -1.30 0.78 -1.40  -0.194
H: -1.86 -0.39 1.48  -0.191
C: 1.40 0.70 0.70  0.005
C: 1.15 -0.46 0.02  -0.270
O: 0.64 -0.48 -1.28  -0.060
H: 1.58 0.71 1.79  0.057
H: 1.44 1.64 0.12  0.065
H: 1.30 -1.41 0.45  0.089
H: 0.46 -1.34 -1.58  0.066

***

*2*
A 2-piece molecular cluster, C2H6OS2 overall, computed with ωB97M-V with the def2-TZVPD basis set.

Properties
molecular weight	110.203	g/mol
LUMO level	0.31	eV
HOMO	-0.3331	hartree
frontier orbital gap	9.370	eV
SMILES	C=CO.SS

Each line ends with the Löwdin charge.
CARTESIAN COORDINATES (ANGSTROEM)
S: 0.68 -1.18 -0.74  0.226
S: -1.11 -2.11 -0.12  0.228
H: 1.18 -0.85 0.47  -0.210
H: -0.80 -3.35 -0.48  -0.228
C: -0.37 2.20 1.56  -0.009
C: -0.02 2.66 0.38  -0.292
O: 1.19 2.28 -0.14  -0.037
H: -1.38 2.50 1.87  0.058
H: 0.10 1.29 1.94  0.062
H: -0.74 3.14 -0.29  0.115
H: 1.35 2.64 -1.01  0.087

***

Which is the most stable structure? *1* is the most stable.